(1)
77
Properties=species:S:1:pos:R:3 method="wB97M-V/def2-TZVPD" max_force_ev_per_a=11.79 e_lumo_ev=5.99 charge=-3 homo_ha=0.105 orbital_gap_ev=3.13
Cl 0.40511 -0.36662 0.33616
O 0.50534 0.90186 1.03890
O -0.85863 -0.19773 -0.26181
O 1.38353 -0.37238 -0.73252
O 0.45471 -1.50778 1.17296
O -3.86189 2.77086 0.05542
C -2.83619 1.81979 -0.05136
C -3.23843 0.37473 0.31305
O -4.46028 -0.21373 0.05304
H -1.95752 2.07403 0.54143
H -2.36823 1.86418 -1.03478
H -3.18058 0.22396 1.39102
H -2.46608 -0.28929 -0.07510
C 0.49127 2.32955 -1.70114
O 0.75652 3.12887 -2.63869
N -0.61572 1.62808 -1.51431
N 1.16871 2.20001 -0.62188
H -0.73657 0.93269 -0.79187
H -1.33542 1.70320 -2.21894
H 0.79438 1.64896 0.13727
H 1.86423 2.88256 -0.35642
C 0.28274 3.98691 1.29596
O 0.66458 5.11809 1.40383
N -0.69155 3.53091 0.59056
N 0.73867 3.06573 2.00411
H -0.95300 2.57360 0.40272
H -1.19912 4.17173 -0.00258
H 0.46556 2.10602 1.84769
H 1.43228 3.42971 2.64170
C -0.37434 -3.64941 2.50175
O 0.32934 -3.56280 3.40839
N -1.66938 -3.74501 2.54749
N 0.02384 -3.32595 1.25633
H -2.03455 -3.87984 3.47945
H -2.28175 -3.86242 1.75291
H -0.58321 -3.42726 0.45550
H 0.87119 -2.77769 1.29508
C -1.82425 -0.90158 3.12939
O -2.73415 -0.53837 3.86874
N -1.85031 -0.80475 1.86613
N -0.75727 -1.37405 3.60743
H -2.64149 -0.32837 1.45722
H -1.11574 -1.18101 1.28397
H -0.07025 -1.83044 3.02450
H -0.54871 -1.00829 4.52548
C -0.13641 -3.06896 -1.07532
O -0.35691 -4.14623 -1.50294
N 1.00356 -2.69516 -0.59720
N -1.01810 -2.15822 -1.11849
H 1.28289 -1.74041 -0.42246
H 1.72259 -3.40444 -0.59630
H -0.74754 -1.25348 -0.76024
H -1.99827 -2.37403 -1.00533
C -1.91380 -0.98820 -3.23958
O -2.95326 -1.44794 -3.00219
N -1.13031 -0.28104 -2.43669
N -1.21716 -1.23636 -4.26380
H -1.47938 -0.15139 -1.49783
H -0.23375 0.06041 -2.75241
H -1.67647 -1.96668 -4.78894
H -0.23229 -1.05642 -4.39701
C 3.14104 0.65257 -2.02907
O 3.79909 0.64804 -1.03784
N 1.86406 0.88996 -2.08141
N 3.65141 0.83440 -3.14675
H 1.44547 0.94478 -1.16388
H 1.35619 0.47328 -2.84858
H 4.60718 0.66346 -3.42490
H 3.14396 1.08595 -3.98299
C 3.52658 0.94610 1.38490
O 4.53409 1.32087 1.84565
N 3.14001 -0.33255 1.43233
N 2.63198 1.78481 1.07568
H 2.46761 -0.63462 0.74187
H 3.83656 -0.95949 1.80898
H 2.88662 2.74522 1.25697
H 1.66535 1.52454 0.94158

(2)
77
Properties=species:S:1:pos:R:3 method="wB97M-V/def2-TZVPD" max_force_ev_per_a=10.47 e_lumo_ev=-8.10 charge=+2 homo_ha=-0.494 orbital_gap_ev=5.33
Hf 15.24414 -0.48391 21.07836
C 15.11387 1.16713 18.95770
O 16.32488 0.74464 19.21659
O 14.36881 0.12936 18.95570
O 14.87621 1.67610 20.15670
C 19.74440 1.20633 18.40658
O 20.97108 1.27914 18.37795
N 19.09756 0.50872 17.43402
N 18.96634 1.69151 19.39790
H 18.10512 0.40093 17.52226
H 19.64521 0.32177 16.61346
H 17.98206 1.45874 19.46723
H 19.38894 2.17517 20.16906
C 15.59991 3.35895 15.76873
O 15.71053 4.57198 15.76382
N 16.24238 2.47834 14.94028
N 14.74768 2.73271 16.65006
H 16.07915 1.51142 15.18752
H 17.04318 2.77271 14.41275
H 14.51147 1.76771 16.47195
H 14.13253 3.33624 17.16831
C 13.00542 4.32739 22.00172
O 12.89500 5.17239 22.88549
N 12.01272 3.47812 21.70077
N 14.15891 4.05408 21.32038
H 11.14346 3.40854 22.19468
H 12.09634 2.85726 20.91305
H 14.92671 4.68015 21.49392
H 14.32949 3.14621 20.89709
C 11.53834 -0.93440 16.35841
O 10.43217 -0.88562 15.83764
N 12.18165 0.06292 17.01325
N 12.36993 -1.99123 16.11344
H 13.09462 0.00427 17.43088
H 11.73093 0.95993 16.89703
H 13.23916 -2.06975 16.60597
H 11.91770 -2.80788 15.73283
C 11.78311 0.30800 21.17202
O 12.95172 -0.11383 21.35581
N 10.94413 0.40546 22.20869
N 11.28566 0.67165 19.97522
H 10.02970 0.76839 21.99165
H 11.17521 0.37462 23.18474
H 10.32030 0.94096 19.89731
H 11.75814 0.24346 19.18435
C 18.49827 -0.21864 22.24211
O 17.32389 0.00359 21.79650
N 19.45334 -0.92057 21.59448
N 18.89034 0.33005 23.39691
H 19.34409 -1.27455 20.65912
H 20.18773 -1.22713 22.20647
H 19.76075 0.05031 23.80947
H 18.06932 0.79894 23.75978
C 15.11832 1.53026 23.91921
O 14.88263 0.90673 22.84991
N 15.77222 2.71265 23.90740
N 14.51721 1.21077 25.08234
H 15.49502 3.21855 24.73095
H 16.10514 3.04194 23.01693
H 13.90242 0.41704 25.08129
H 14.84188 1.70283 25.89647
C 15.55269 -1.12038 15.66441
O 15.22362 0.04945 15.48426
N 16.18936 -1.41536 16.82434
N 15.40305 -2.15035 14.79312
H 16.32171 -0.64598 17.46398
H 16.74733 -2.25032 16.86631
H 15.68924 -3.06078 15.09129
H 14.88290 -1.90412 13.96593
C 13.15632 -3.02611 19.53035
O 13.90886 -2.39545 20.29601
N 13.59565 -3.62821 18.39998
N 11.86695 -3.22598 19.83250
H 14.52886 -3.59084 18.03421
H 12.93589 -4.15379 17.85255
H 11.46768 -3.09332 20.74358
H 11.33349 -3.73540 19.14663

(3)
59
Properties=species:S:1:pos:R:3 method="wB97M-V/def2-TZVPD" max_force_ev_per_a=4.55 e_lumo_ev=0.29 homo_ha=-0.351 orbital_gap_ev=9.83
O -10.67615 -5.34817 1.81648
H -11.15982 -6.11181 1.65631
H -11.31664 -4.69307 2.03636
O -11.40236 -6.75868 -0.84014
H -10.85501 -7.34774 -0.30363
H -11.02539 -6.79039 -1.68333
O -12.34222 -4.03004 3.72521
H -12.00978 -3.24171 3.29091
H -13.30865 -3.85020 3.83392
C -8.56483 -7.40596 0.01524
C -7.16114 -7.59313 0.70112
O -6.27185 -6.55517 0.66907
O -9.50073 -8.38545 0.26272
H -8.44701 -7.40284 -1.09071
H -8.98556 -6.43332 0.26081
H -6.60252 -8.41677 0.29555
H -7.18101 -7.72910 1.75970
H -6.54398 -5.79102 0.21259
H -8.93117 -9.18733 0.21541
C -7.81660 -4.27488 -1.47976
C -8.19118 -3.73011 -0.16169
O -9.59675 -3.86282 -0.12224
O -6.51490 -4.65394 -1.29192
H -7.82575 -3.55812 -2.25295
H -8.43338 -5.12644 -1.86688
H -7.84767 -2.68741 -0.05886
H -7.70438 -4.13026 0.61813
H -9.85973 -4.51580 0.57409
H -6.07852 -4.75028 -2.15928
C -15.04292 -4.80473 1.62011
C -14.17054 -5.04776 0.31421
O -12.94807 -4.44147 0.36578
O -15.77762 -5.91020 1.80707
H -15.82770 -4.02032 1.56318
H -14.28315 -4.75593 2.38288
H -14.76852 -4.72410 -0.48485
H -13.95225 -6.09167 0.06251
H -12.38095 -5.13902 0.20025
H -16.18542 -5.84480 2.67716
C -12.70576 -7.52570 3.89573
C -12.38143 -8.46409 2.82899
O -12.17561 -7.82760 1.61489
O -12.95417 -8.24113 5.11587
H -13.53061 -6.96438 3.58313
H -11.92833 -6.82733 4.01084
H -12.99502 -9.38551 2.78035
H -11.46432 -8.95321 3.00926
H -12.18988 -8.43409 0.89636
H -12.20246 -8.02801 5.73212
C -8.38695 -4.28247 4.29184
C -8.31062 -5.78998 4.28667
O -9.55570 -6.29509 4.19762
O -7.15357 -3.62457 4.56669
H -9.09095 -4.03908 5.04384
H -8.59745 -3.83657 3.32794
H -7.73843 -6.29023 5.03190
H -7.72510 -6.03950 3.49424
H -10.02661 -5.97910 3.38010
H -7.03683 -2.92481 3.95691